Entry 1:
{
  "formula": "C26H21IrNP2S2",
  "method": "ωB97M-V/def2-TZVPD",
  "elements": ["Ir", "S", "S", "P", "P", "N", "C", "C", "C", "C", "C", "C", "C", "C", "C", "C", "C", "C", "C", "C", "C", "C", "C", "C", "C", "C", "C", "C", "C", "C", "C", "C", "H", "H", "H", "H", "H", "H", "H", "H", "H", "H", "H", "H", "H", "H", "H", "H", "H", "H", "H", "H", "H"],
  "xyz": [[-2.25, 1.19, 1.75], [-3.03, 1.67, -0.27], [-1.63, -0.20, 3.40], [-0.12, -0.42, 1.83], [-1.04, 1.21, -0.71], [-1.64, 3.89, 3.13], [-0.42, 1.12, 0.93], [-2.09, -1.17, -1.67], [1.48, -0.45, 2.55], [2.22, 0.73, 2.82], [1.93, -1.71, 3.04], [-0.55, -0.07, -3.16], [3.01, -1.73, 3.95], [-2.61, -1.89, -2.73], [0.37, -3.82, -0.30], [3.59, -0.54, 4.34], [-1.38, -2.88, 1.66], [1.69, 4.13, -1.79], [-0.56, 2.97, -2.99], [-2.13, -1.71, -4.02], [3.34, 0.65, 3.66], [-0.53, -4.72, 0.27], [1.40, 4.41, -3.12], [0.90, 3.15, -1.10], [-2.01, 2.84, 2.70], [0.42, -2.46, 0.08], [-1.12, -0.76, -4.23], [-1.41, -4.19, 1.22], [-0.42, -2.00, 1.09], [-1.11, -0.19, -1.89], [0.21, 3.86, -3.66], [-0.22, 2.53, -1.70], [-2.56, -1.21, -0.69], [-2.49, -2.30, -4.84], [1.41, -2.56, 2.68], [-0.80, -0.49, -5.26], [-2.19, -4.80, 1.68], [-1.53, 2.64, -3.48], [-2.10, -2.46, 2.35], [-0.60, -5.72, -0.07], [1.79, 1.67, 2.56], [3.88, 1.59, 3.78], [-3.18, -2.76, -2.48], [1.14, 2.87, -0.07], [4.20, -0.49, 5.26], [2.01, 5.12, -3.70], [1.10, -1.74, -0.42], [-0.09, 4.23, -4.62], [-1.53, 4.83, 3.52], [3.27, -2.66, 4.49], [0.36, 0.45, -3.42], [2.58, 4.51, -1.25], [1.04, -4.14, -1.11]],
  "total_energy_ev": -71869.1783,
  "homo_ev": [-8.957, -11.672],
  "lumo_energy_ev": [-2.678, -4.897],
  "spin_multiplicity": 5,
  "s_squared": 6.0191,
  "total_charge": 1
}

Entry 2:
{
  "formula": "C26H21N7O2S2V",
  "method": "ωB97M-V/def2-TZVPD",
  "elements": ["V", "S", "S", "O", "O", "N", "N", "N", "N", "N", "N", "N", "C", "C", "C", "C", "C", "C", "C", "C", "C", "C", "C", "C", "C", "C", "C", "C", "C", "C", "C", "C", "C", "C", "C", "C", "C", "C", "H", "H", "H", "H", "H", "H", "H", "H", "H", "H", "H", "H", "H", "H", "H", "H", "H", "H", "H", "H", "H"],
  "xyz": [[0.39, -1.53, -1.45], [0.01, 2.78, -1.55], [-1.42, 1.64, 1.06], [-1.89, 2.75, 0.28], [-2.38, 0.78, 1.70], [-0.53, 0.65, 0.08], [2.74, 3.40, 4.84], [2.31, -1.66, -1.14], [1.55, -1.78, 1.02], [0.45, -1.88, 0.37], [-1.38, -1.68, -1.25], [0.60, 0.28, -1.87], [1.16, 0.94, -2.93], [2.59, -1.61, 0.19], [-3.85, 0.34, -3.05], [-2.79, -1.19, -4.58], [-3.71, -0.18, -4.33], [1.01, 3.94, 3.29], [4.90, -1.20, -0.30], [-2.19, -1.18, -2.24], [-1.82, -2.06, -0.03], [-0.18, 2.18, 2.20], [0.03, 3.53, 2.40], [-3.13, -2.34, 0.36], [-2.00, -1.67, -3.55], [-3.38, -2.72, 1.66], [-1.04, -2.56, 2.24], [3.29, -1.53, -2.03], [1.79, 2.99, 3.97], [-0.75, -2.19, 0.92], [-2.35, -2.81, 2.60], [4.59, -1.29, -1.66], [-3.12, -0.17, -2.00], [3.91, -1.38, 0.64], [0.96, 2.27, -2.92], [0.60, 1.22, 2.84], [1.58, 1.63, 3.71], [-0.02, 1.12, -1.01], [2.81, 4.37, 5.10], [-0.23, -2.64, 2.95], [0.42, 0.18, 2.64], [-4.30, 0.22, -5.14], [-4.39, -2.96, 1.96], [-1.28, -2.48, -3.71], [-2.69, -1.60, -5.57], [1.16, 4.99, 3.48], [2.19, 0.90, 4.23], [-3.93, -2.28, -0.37], [5.36, -1.17, -2.41], [-0.59, 4.24, 1.88], [1.33, 2.98, -3.63], [4.11, -1.36, 1.70], [3.00, -1.62, -3.08], [-3.22, 0.23, -0.99], [-4.55, 1.15, -2.87], [3.22, 2.73, 5.41], [5.90, -0.98, 0.01], [1.70, 0.38, -3.68], [-2.58, -3.09, 3.61]],
  "total_energy_ev": -89179.6948,
  "homo_ev": [-10.152, -10.180],
  "lumo_energy_ev": [-5.258, -5.182],
  "e_above_lowest_ev": 2.945,
  "spin_multiplicity": 3,
  "s_squared": 2.1918,
  "total_charge": 1
}